Here is a cluster of 2 separate species, H3N2O in total from OMol25. Energies are from ωB97M-V with the def2-TZVPD basis set.

Structure (XYZ):
```
6
Properties=species:S:1:pos:R:3
N -0.8051 0.4135 -0.0968
N 0.3471 -0.1694 -0.8040
O 0.7144 -1.6187 0.5253
H -0.5964 1.3293 0.1192
H -0.8221 -0.2612 0.7046
H 1.1622 0.3066 -0.4484
```

Computed properties:
Net charge: -1
Orbital gap (spin up / spin down): 8.09 / 8.43 eV
2S+1: 1

=====

Here is a cluster of 6 separate species, C16H41Br2Cl4N3O3 in total from OMol25. Energies are from ωB97M-V with the def2-TZVPD basis set.

Structure (XYZ):
```
69
Properties=species:S:1:pos:R:3
Br -8.0850 5.9119 0.4688
C -6.2353 5.6031 1.2069
C -5.7037 6.7743 2.1565
Br -4.0307 6.2635 3.1211
H -5.5598 5.4116 0.3731
H -6.2959 4.7046 1.8209
H -6.5328 7.0095 2.8239
H -5.4903 7.6683 1.5705
C 3.7976 2.5403 3.4950
C 3.8940 3.5021 2.3144
C 5.2581 4.3253 2.4066
O 5.1894 4.9916 3.6663
C 6.3712 5.5952 4.0569
N 3.8840 2.8106 1.0790
H 2.9351 1.8821 3.3896
H 3.7301 3.0181 4.4724
H 4.7149 1.9529 3.5351
H 3.0795 4.2191 2.4179
H 5.2864 4.9748 1.5318
H 6.0716 3.6000 2.3920
H 7.2122 4.9053 3.9882
H 6.3463 5.8892 5.1063
H 6.6417 6.5243 3.5552
H 3.0945 2.1867 1.1654
H 4.6426 2.1553 0.9558
C 3.2365 -0.1863 -5.5793
C 2.1828 0.2563 -4.6024
C 0.8344 0.6810 -5.2543
O -0.0371 1.1012 -4.3053
C -1.3790 1.2552 -4.6657
N 2.0651 -0.8147 -3.6236
H 3.4233 0.5430 -6.3676
H 2.9495 -1.1240 -6.0552
H 4.1978 -0.3734 -5.1007
H 2.5602 1.1789 -4.1613
H 0.4118 -0.1300 -5.8475
H 0.9995 1.4620 -5.9965
H -1.5282 1.8761 -5.5491
H -1.7302 1.7551 -3.7630
H -1.8325 0.2692 -4.7669
H 1.7518 -1.6119 -4.1588
H 1.2438 -0.4462 -3.1655
C -2.7071 -8.9116 -0.8962
C -2.8468 -7.8002 -2.0365
C -1.7658 -6.6645 -2.0076
O -1.9353 -6.0107 -0.8062
C -1.1862 -4.7642 -0.7687
N -2.7312 -8.4826 -3.3302
H -3.4852 -9.6733 -0.9464
H -2.8331 -8.4241 0.0705
H -1.7079 -9.3424 -0.9616
H -3.8317 -7.3568 -2.1826
H -1.8246 -6.1833 -2.9838
H -0.7801 -7.1120 -1.8799
H -0.1777 -4.7160 -1.1796
H -1.1293 -4.3935 0.2548
H -1.7021 -3.9652 -1.3011
H -1.7707 -8.7941 -3.3540
H -3.3124 -9.3037 -3.2403
C -2.1043 0.7288 1.6587
Cl -0.7645 0.4845 0.4839
Cl -3.6377 1.2537 0.8905
H -2.3486 -0.1951 2.1829
H -1.7278 1.4358 2.3980
C -1.4642 -0.5144 8.0409
Cl -2.6635 -0.1520 6.7559
Cl -0.0502 0.7202 7.9838
H -1.9693 -0.4295 9.0031
H -1.1084 -1.5447 8.0448
```

Computed properties:
Orbital gap: 9.55 eV
SMILES: COC[C@H](C)N.COC[C@H](C)N.COC[C@H](C)N.BrCCBr.ClCCl.ClCCl
2S+1: 1

=====

Values for ΔE to the lowest compared entry with this formula, charge and spin, kcal/mol, ordered as above
90.17; 52.49